The following is a DFT calculation (the ωB97M-V functional and the def2-TZVPD basis) of 2 unconnected molecules or ions with the total composition C3H11NOS2.

XYZ file:
```
18
Properties=species:S:1:pos:R:3
S 0.423 0.845 -2.481
S -0.936 -0.006 -1.109
C -0.813 1.106 0.336
C 0.005 0.660 1.568
N -0.807 -0.362 2.179
C -0.123 -1.180 3.211
H 0.938 1.651 -1.499
H -1.840 1.173 0.799
H -0.612 2.087 -0.096
H 1.067 0.501 1.307
H 0.023 1.583 2.177
H -1.024 -1.040 1.455
H -0.736 -1.318 4.091
H 0.178 -2.155 2.783
H 0.871 -0.781 3.439
H 1.976 -0.638 -0.266
H 1.366 -2.071 -0.311
O 2.181 -1.574 -0.238
```

* SMILES: CNCCSS.O
* multiplicity: 1
* calculated total energy: -28496.4147 eV
* ΔE to the lowest compared entry with this formula, charge and spin: 114.0 kJ/mol
* F_max: 0.0409 hartree/bohr
* E_LUMO: 0.009 hartree